{"formula": "C26H51Cl3N2O3PSiV", "method": "ωB97M-V/def2-TZVPD", "species": ["C", "C", "H", "H", "H", "C", "C", "H", "H", "H", "H", "V", "Cl", "Cl", "C", "O", "N", "C", "C", "H", "H", "H", "H", "H", "H", "H", "H", "H", "C", "C", "N", "H", "C", "O", "H", "H", "H", "H", "O", "C", "C", "C", "H", "C", "H", "C", "H", "C", "C", "H", "H", "H", "Si", "Cl", "C", "C", "C", "H", "H", "H", "H", "H", "H", "H", "H", "H", "C", "C", "P", "C", "C", "C", "C", "H", "H", "H", "H", "H", "H", "H", "H", "H", "H", "H", "H", "H", "H", "H"], "xyz": [[-5.074, -0.612, -3.034], [-3.709, -1.160, -2.725], [-5.658, -1.306, -3.654], [-4.923, 0.332, -3.607], [-5.658, -0.347, -2.155], [-2.942, -1.710, -3.693], [-3.507, -2.449, -4.858], [-1.873, -1.606, -3.660], [-3.548, -1.858, -5.791], [-4.556, -2.610, -4.581], [-2.983, -3.391, -5.110], [0.519, 2.873, 1.782], [-0.956, 2.715, 3.362], [1.319, 4.532, 0.654], [0.855, -1.758, 1.438], [1.455, -1.567, 0.374], [1.187, -2.743, 2.311], [2.255, -3.640, 1.927], [0.200, -3.231, 3.263], [-0.042, -1.197, 1.773], [3.140, -3.053, 1.643], [1.958, -4.275, 1.080], [2.474, -4.272, 2.795], [-0.342, -2.377, 3.690], [0.719, -3.793, 4.045], [-0.535, -3.899, 2.794], [-0.010, 0.558, -3.631], [0.408, -2.238, -4.030], [1.014, 0.316, -3.924], [1.433, -2.072, -3.652], [1.538, -0.741, -3.092], [1.634, 1.210, -3.880], [2.354, -0.492, -2.029], [2.464, 0.593, -1.472], [1.653, -2.831, -2.895], [2.891, -1.397, -1.704], [0.951, -0.036, -4.953], [2.127, -2.219, -4.494], [-2.239, 0.561, -1.756], [-3.057, -0.573, -1.469], [-0.877, -1.864, -1.209], [-2.191, -1.616, -0.818], [-0.232, -1.083, -1.638], [-0.367, -3.154, -1.033], [-3.864, -0.355, -0.773], [-2.758, -2.444, 0.172], [0.611, -3.419, -1.433], [-1.044, -4.111, -0.280], [-2.183, -3.694, 0.433], [-3.678, -2.092, 0.675], [-0.673, -5.150, -0.245], [-2.602, -4.336, 1.221], [-2.235, 2.177, -1.583], [0.398, 1.034, 0.745], [-0.542, 2.622, -2.430], [-2.037, 3.292, 0.011], [-3.939, 2.478, -2.237], [0.317, 1.970, -2.165], [-0.242, 3.634, -2.121], [-0.657, 2.576, -3.532], [-3.855, 2.133, -3.279], [-4.146, 3.551, -2.125], [-4.673, 1.828, -1.723], [-2.409, 2.796, 0.911], [-2.613, 4.242, -0.032], [-1.012, 3.667, 0.253], [1.598, 3.795, 5.010], [2.576, 3.550, 3.876], [2.303, 2.046, 2.857], [3.552, 1.742, 1.592], [4.633, 2.785, 1.432], [2.039, 0.566, 3.924], [3.049, 0.384, 5.031], [0.553, 3.682, 4.692], [1.705, 4.822, 5.376], [1.746, 3.096, 5.837], [2.568, 4.376, 3.150], [3.598, 3.439, 4.251], [3.938, 0.750, 1.828], [2.998, 1.594, 0.656], [4.899, 3.270, 2.371], [5.520, 2.288, 1.036], [4.322, 3.541, 0.714], [1.015, 0.622, 4.322], [2.028, -0.268, 3.207], [3.012, 1.214, 5.730], [2.849, -0.521, 5.607], [4.065, 0.313, 4.652]], "homo_ev": [-8.2, -8.4], "orbital_gap_ev": [8.67, 8.92], "total_charge": 0, "s_squared": 2.016, "total_energy_ha": -4312.04150, "multiplicity": 3}

=====

{"formula": "C26H51F4N5O6", "method": "ωB97M-V/def2-TZVPD", "species": ["C", "C", "C", "C", "C", "C", "C", "C", "C", "F", "F", "F", "C", "O", "O", "C", "F", "C", "N", "C", "C", "N", "C", "C", "C", "O", "H", "H", "H", "H", "H", "H", "H", "H", "H", "H", "H", "H", "H", "H", "H", "H", "H", "H", "H", "H", "H", "H", "H", "H", "H", "H", "H", "H", "H", "H", "C", "N", "C", "C", "O", "H", "H", "H", "H", "H", "H", "H", "C", "N", "C", "C", "O", "H", "H", "H", "H", "H", "H", "H", "C", "N", "C", "C", "O", "H", "H", "H", "H", "H", "H", "H"], "xyz": [[-2.539, 2.375, 1.726], [-2.575, 1.626, 0.279], [-2.073, 0.059, 0.268], [-0.625, -0.236, 0.921], [0.284, 1.064, 0.355], [0.073, -1.670, 0.853], [1.237, -1.520, 2.051], [0.925, -1.611, 3.590], [-0.379, -1.150, 4.365], [-0.267, 0.329, 4.656], [-1.717, -1.373, 3.833], [-0.359, -1.791, 5.735], [0.834, -1.680, -0.645], [0.755, -1.079, -1.785], [1.644, -2.900, -0.649], [0.565, -3.909, -0.339], [1.391, -5.004, 0.175], [0.282, -4.389, -1.867], [-0.500, -5.668, -2.050], [-0.598, -3.164, 0.606], [-0.440, -4.115, 1.977], [-0.950, -5.514, 1.916], [-2.065, -3.550, 0.207], [-3.063, -2.876, -0.835], [-2.557, -2.518, -2.340], [-4.142, -3.908, -1.088], [-3.610, 2.350, 2.254], [-1.681, 2.056, 2.453], [-2.356, 3.533, 1.497], [-2.045, 2.298, -0.554], [-3.720, 1.594, -0.059], [-2.048, -0.258, -0.855], [-2.875, -0.530, 0.921], [-0.754, 0.134, 2.052], [0.127, 2.020, 1.010], [1.427, 0.850, 0.321], [-0.030, 1.288, -0.775], [1.995, -2.421, 1.824], [1.932, -0.566, 1.862], [1.819, -1.022, 4.138], [1.141, -2.732, 3.958], [-0.027, -3.515, -2.620], [1.374, -4.677, -2.276], [-0.635, -6.198, -1.162], [-1.406, -5.531, -2.556], [-1.106, -3.572, 2.791], [0.637, -4.160, 2.412], [-0.811, -5.997, 1.004], [-1.965, -5.603, 2.135], [-2.032, -4.675, -0.213], [-2.693, -3.674, 1.221], [-3.743, -1.975, -0.443], [-1.682, -1.746, -2.411], [-2.232, -3.533, -2.855], [-3.435, -2.075, -3.017], [-4.560, -4.048, -0.172], [3.449, -0.154, -4.028], [3.639, -0.384, -2.616], [4.764, -0.183, -1.872], [5.989, 0.343, -2.566], [4.753, -0.434, -0.668], [2.636, 0.567, -4.147], [3.159, -1.101, -4.489], [4.348, 0.228, -4.513], [2.858, -0.739, -2.076], [6.802, 0.449, -1.842], [6.308, -0.356, -3.344], [5.781, 1.326, -2.999], [4.580, 4.816, -4.245], [3.931, 3.662, -4.818], [3.116, 3.607, -5.911], [2.829, 4.886, -6.645], [2.643, 2.529, -6.265], [5.658, 4.637, -4.253], [4.241, 4.917, -3.211], [4.359, 5.734, -4.792], [4.076, 2.760, -4.379], [2.166, 4.680, -7.491], [2.329, 5.596, -5.980], [3.758, 5.314, -7.031], [-3.902, 3.178, 6.363], [-4.192, 3.666, 5.036], [-4.054, 4.934, 4.554], [-3.537, 5.994, 5.487], [-4.349, 5.180, 3.386], [-3.154, 2.386, 6.277], [-4.822, 2.758, 6.778], [-3.529, 3.961, 7.024], [-4.544, 3.011, 4.348], [-3.483, 6.950, 4.958], [-4.215, 6.108, 6.337], [-2.533, 5.733, 5.832]], "homo_ev": -9.1, "orbital_gap_ev": 9.41, "total_charge": 0, "smiles": "CCC[C@H](C)[C@]1(CCC(F)(F)F)C(=O)O[C@](F)(CN)[C@]1(CN)C[C@@H](C)O.CNC(C)=O.CNC(C)=O.CNC(C)=O", "total_energy_ha": -2145.65825, "de_lowest_ev": 8.826}

=====

{"formula": "C26H51N5O14", "method": "ωB97M-V/def2-TZVPD", "species": ["N", "H", "H", "H", "H", "C", "O", "H", "H", "H", "C", "N", "O", "O", "H", "H", "H", "C", "C", "C", "O", "C", "N", "H", "H", "H", "H", "H", "H", "H", "H", "H", "H", "H", "C", "C", "C", "O", "C", "N", "H", "H", "H", "H", "H", "H", "H", "H", "H", "H", "H", "C", "C", "C", "O", "C", "N", "H", "H", "H", "H", "H", "H", "H", "H", "H", "H", "H", "C", "C", "C", "O", "C", "C", "C", "O", "O", "O", "H", "H", "H", "H", "C", "C", "C", "O", "C", "C", "C", "O", "O", "O", "H", "H", "H", "H"], "xyz": [[4.353, -1.464, 0.743], [5.074, -0.761, 0.662], [4.122, -1.806, -0.179], [3.618, -0.851, 1.065], [4.431, -2.167, 1.464], [1.096, 0.248, 0.902], [2.286, 0.279, 1.669], [1.194, -0.466, 0.084], [0.237, -0.006, 1.523], [0.856, 1.085, 0.246], [-2.327, 2.534, -1.197], [-2.116, 3.847, -0.437], [-2.610, 3.939, 0.709], [-1.479, 4.699, -1.023], [-2.848, 2.842, -2.104], [-2.922, 1.772, -0.694], [-1.359, 2.081, -1.413], [0.564, -3.376, 1.987], [-0.529, -4.106, 1.191], [-0.218, -5.628, 1.025], [-1.377, -6.100, 0.346], [-1.213, -6.776, -0.867], [-1.770, -3.969, 1.870], [1.369, -3.122, 1.297], [0.892, -4.056, 2.774], [0.247, -2.446, 2.459], [-0.607, -3.576, 0.242], [-0.245, -6.156, 1.978], [0.708, -5.766, 0.467], [-2.247, -7.028, -1.101], [-0.465, -7.551, -1.036], [-0.961, -6.046, -1.636], [-1.627, -4.328, 2.803], [-2.215, -4.792, 1.489], [1.819, 5.768, 0.703], [1.825, 4.690, 1.779], [0.581, 3.810, 1.853], [0.841, 3.008, 2.974], [-0.381, 2.393, 3.423], [3.021, 3.885, 1.565], [1.652, 5.297, -0.266], [2.750, 6.266, 0.430], [1.081, 6.562, 0.817], [2.065, 5.073, 2.770], [0.423, 3.195, 0.967], [-0.342, 4.390, 1.844], [-0.036, 1.731, 4.218], [-0.870, 1.772, 2.672], [-1.051, 3.149, 3.834], [3.811, 4.513, 1.539], [2.968, 3.539, 0.618], [1.582, 2.518, -2.526], [3.065, 2.186, -2.304], [4.054, 2.937, -3.188], [4.002, 2.448, -4.532], [4.073, 3.356, -5.594], [3.301, 2.565, -0.893], [1.467, 3.600, -2.470], [0.888, 2.198, -1.749], [1.220, 2.176, -3.495], [3.215, 1.116, -2.454], [5.105, 2.898, -2.904], [3.806, 3.997, -3.133], [3.105, 3.774, -5.870], [4.349, 2.798, -6.489], [4.765, 4.192, -5.493], [4.160, 2.095, -0.647], [2.628, 2.005, -0.391], [-2.971, 0.042, 4.586], [-3.616, 1.248, 4.251], [-3.863, 1.589, 2.824], [-4.465, 2.579, 2.461], [-3.273, 0.538, 1.863], [-2.547, -0.516, 2.198], [-2.346, -0.932, 3.673], [-1.669, -1.882, 4.086], [-1.960, -1.329, 1.348], [-4.221, 1.980, 5.214], [-2.988, -0.115, 5.654], [-3.391, 0.650, 0.796], [-1.578, -2.129, 1.717], [-4.757, 2.646, 4.778], [-3.788, -3.827, -2.740], [-3.114, -4.548, -3.649], [-1.660, -4.591, -3.832], [-1.007, -5.095, -4.764], [-0.925, -3.755, -2.807], [-1.624, -2.944, -1.964], [-3.131, -2.842, -1.881], [-3.727, -2.007, -1.141], [-0.926, -2.025, -1.232], [-3.825, -5.204, -4.626], [-4.860, -3.802, -2.869], [0.134, -3.567, -2.908], [-1.528, -1.608, -0.612], [-3.226, -5.439, -5.339]], "homo_ev": -6.9, "orbital_gap_ev": 4.79, "total_charge": 0, "total_energy_ha": -2348.02526}